1.
{
  "formula": "C28H57N3O6P2",
  "method": "ωB97M-V with the def2-TZVPD basis set",
  "species": ["C", "C", "C", "C", "C", "N", "C", "C", "C", "C", "P", "C", "O", "C", "C", "P", "N", "C", "N", "H", "H", "H", "H", "H", "H", "H", "H", "H", "H", "H", "H", "H", "H", "H", "H", "H", "C", "C", "C", "O", "H", "H", "H", "H", "H", "H", "H", "H", "C", "C", "C", "O", "H", "H", "H", "H", "H", "H", "H", "H", "C", "C", "C", "O", "H", "H", "H", "H", "H", "H", "H", "H", "C", "C", "C", "O", "H", "H", "H", "H", "H", "H", "H", "H", "C", "C", "C", "O", "H", "H", "H", "H", "H", "H", "H", "H"],
  "xyz": [[-2.661, -2.195, 5.973], [-3.372, -0.993, 6.567], [-3.851, 0.295, 5.617], [-2.604, 0.483, 4.518], [-1.145, 0.832, 5.150], [0.065, 0.996, 4.278], [-0.210, 0.794, 2.815], [1.110, 0.912, 1.797], [2.571, 1.258, 2.456], [0.968, 0.681, 0.182], [2.354, 0.737, -1.123], [1.839, 2.214, -2.285], [3.916, 1.121, -0.463], [-0.571, 0.376, -0.388], [-1.867, 0.278, 0.618], [-3.640, -0.064, -0.080], [-4.405, 1.366, -0.384], [-1.711, 0.467, 2.273], [-2.974, 0.306, 3.072], [-2.894, -2.516, 4.849], [-1.928, -2.863, 6.606], [-3.549, -0.955, 7.724], [-4.890, 0.125, 5.104], [-3.831, 1.234, 6.347], [-1.031, 0.940, 6.314], [3.141, 0.218, 2.567], [3.200, 2.062, 1.859], [2.510, 1.684, 3.569], [2.674, 2.289, -3.104], [1.781, 3.228, -1.680], [0.815, 1.975, -2.845], [4.425, 0.310, -0.165], [-0.705, 0.210, -1.558], [-4.397, -0.732, 0.948], [-3.605, -0.850, -1.306], [-4.647, 1.335, -1.415], [-5.078, 5.188, -1.286], [-4.553, 4.873, -2.678], [-4.732, 6.053, -3.619], [-5.248, 3.743, -3.200], [-6.150, 5.413, -1.313], [-4.954, 4.325, -0.623], [-4.552, 6.043, -0.851], [-3.492, 4.606, -2.619], [-5.792, 6.309, -3.729], [-4.362, 5.807, -4.620], [-4.196, 6.934, -3.253], [-6.191, 3.970, -3.255], [2.033, 3.356, 8.155], [2.446, 1.901, 8.304], [3.597, 1.553, 7.373], [1.332, 1.061, 8.012], [1.691, 3.564, 7.135], [1.196, 3.589, 8.822], [2.864, 4.028, 8.388], [2.740, 1.706, 9.341], [3.310, 1.697, 6.325], [3.875, 0.499, 7.483], [4.475, 2.171, 7.583], [1.064, 1.227, 7.093], [3.408, -4.286, -0.677], [4.277, -3.197, -1.286], [5.751, -3.567, -1.229], [4.069, -1.977, -0.580], [3.657, -4.441, 0.379], [2.351, -4.001, -0.714], [3.534, -5.235, -1.208], [3.980, -3.029, -2.327], [6.082, -3.697, -0.192], [6.365, -2.769, -1.659], [5.947, -4.494, -1.776], [4.330, -2.117, 0.345], [4.751, -1.405, -5.621], [5.285, -2.826, -5.542], [5.946, -3.243, -6.846], [4.212, -3.718, -5.250], [3.991, -1.315, -6.406], [4.267, -1.123, -4.680], [5.555, -0.692, -5.829], [6.007, -2.903, -4.722], [5.229, -3.218, -7.675], [6.314, -4.273, -6.779], [6.786, -2.586, -7.091], [3.565, -3.657, -5.973], [-5.754, -3.192, -3.677], [-4.874, -2.224, -4.452], [-4.308, -2.871, -5.706], [-3.802, -1.791, -3.619], [-5.182, -4.068, -3.353], [-6.144, -2.717, -2.771], [-6.598, -3.532, -4.286], [-5.455, -1.337, -4.725], [-3.685, -3.736, -5.453], [-3.667, -2.167, -6.247], [-5.109, -3.201, -6.375], [-3.280, -2.572, -3.371]],
  "homo_lumo_gap_ev": 6.49,
  "spin_multiplicity": 1,
  "total_charge": 0
}

=====

2.
{
  "formula": "C28H58FNO10P",
  "method": "ωB97M-V with the def2-TZVPD basis set",
  "species": ["C", "C", "O", "N", "P", "F", "C", "C", "O", "H", "H", "H", "H", "H", "H", "H", "H", "H", "H", "C", "C", "O", "C", "H", "H", "H", "H", "H", "H", "C", "C", "O", "C", "H", "H", "H", "H", "H", "H", "C", "C", "O", "C", "H", "H", "H", "H", "H", "H", "C", "C", "O", "C", "H", "H", "H", "H", "H", "H", "C", "C", "O", "C", "H", "H", "H", "H", "H", "H", "C", "C", "O", "C", "H", "H", "H", "H", "H", "H", "C", "C", "O", "C", "H", "H", "H", "H", "H", "H", "C", "C", "O", "C", "H", "H", "H", "H", "H", "H"],
  "xyz": [[-2.406, -3.949, -0.574], [-2.537, -3.916, 0.937], [-3.360, -4.577, 1.459], [-1.655, -3.139, 1.737], [0.100, -3.714, 1.537], [0.686, -2.178, 2.078], [-1.819, -1.738, 1.556], [-1.375, -0.988, 0.311], [-2.355, -1.115, 2.404], [-1.868, -4.850, -0.849], [-1.844, -3.108, -0.960], [-3.401, -3.922, -1.007], [0.141, -3.324, 0.180], [1.470, -4.194, 1.415], [0.079, -4.138, 2.917], [-0.393, -5.041, 1.191], [-0.719, -1.571, -0.324], [-2.246, -0.600, -0.211], [-0.821, -0.125, 0.662], [2.829, -1.692, -2.933], [2.397, -2.556, -1.773], [1.297, -3.059, -1.726], [3.398, -2.766, -0.663], [2.019, -1.621, -3.653], [3.072, -0.695, -2.580], [3.702, -2.136, -3.420], [3.665, -1.806, -0.217], [4.295, -3.251, -1.057], [2.958, -3.400, 0.106], [-1.779, -2.664, 5.211], [-2.581, -2.662, 6.479], [-2.286, -3.349, 7.440], [-3.790, -1.759, 6.508], [-0.940, -3.350, 5.306], [-2.401, -2.984, 4.374], [-1.395, -1.663, 5.010], [-4.484, -2.051, 5.722], [-3.487, -0.722, 6.360], [-4.289, -1.848, 7.472], [-0.366, -1.867, 11.449], [-0.889, -3.284, 11.485], [-1.120, -3.839, 12.539], [-1.109, -3.958, 10.158], [-0.253, -1.496, 12.466], [0.605, -1.841, 10.952], [-1.067, -1.225, 10.913], [-0.168, -4.017, 9.609], [-1.837, -3.405, 9.571], [-1.484, -4.966, 10.324], [2.957, 3.083, -4.660], [2.499, 1.648, -4.708], [2.281, 1.022, -3.694], [2.322, 1.031, -6.075], [3.043, 3.396, -3.626], [3.934, 3.180, -5.138], [2.231, 3.721, -5.163], [3.266, 1.040, -6.611], [1.574, 1.585, -6.642], [1.989, 0.000, -5.965], [6.807, 3.431, -0.928], [5.414, 3.500, -1.510], [5.098, 2.842, -2.472], [4.434, 4.428, -0.832], [7.405, 2.730, -1.506], [7.278, 4.415, -0.967], [6.762, 3.088, 0.107], [4.805, 5.454, -0.868], [4.290, 4.126, 0.206], [3.476, 4.381, -1.347], [0.054, 7.774, -4.092], [0.183, 6.342, -4.555], [1.263, 5.846, -4.778], [-1.095, 5.558, -4.726], [1.044, 8.218, -4.011], [-0.534, 8.347, -4.811], [-0.431, 7.808, -3.115], [-1.731, 6.038, -5.472], [-1.627, 5.499, -3.775], [-0.859, 4.550, -5.060], [-8.984, -0.214, 4.466], [-7.726, -0.860, 4.999], [-7.083, -0.345, 5.885], [-7.316, -2.171, 4.375], [-9.165, 0.718, 4.998], [-8.870, 0.002, 3.402], [-9.837, -0.878, 4.615], [-7.132, -2.036, 3.308], [-8.101, -2.915, 4.520], [-6.403, -2.527, 4.844], [3.579, 3.038, -9.878], [3.118, 1.601, -9.931], [2.902, 0.971, -8.923], [2.940, 0.988, -11.300], [3.666, 3.351, -8.839], [4.554, 3.136, -10.359], [2.856, 3.682, -10.382], [3.887, 0.999, -11.841], [2.190, 1.545, -11.864], [2.607, -0.043, -11.193]],
  "homo_lumo_gap_ev": 6.16,
  "spin_multiplicity": 1,
  "total_charge": -1
}

=====

3.
{
  "formula": "C28H58N7O7",
  "method": "ωB97M-V with the def2-TZVPD basis set",
  "species": ["C", "C", "C", "C", "C", "C", "C", "N", "C", "C", "O", "C", "C", "C", "C", "N", "O", "H", "H", "H", "H", "H", "H", "H", "H", "H", "H", "H", "H", "H", "H", "H", "H", "H", "H", "H", "H", "H", "H", "H", "C", "O", "N", "C", "C", "H", "H", "H", "H", "H", "H", "H", "C", "O", "N", "C", "C", "H", "H", "H", "H", "H", "H", "H", "C", "O", "N", "C", "C", "H", "H", "H", "H", "H", "H", "H", "C", "O", "N", "C", "C", "H", "H", "H", "H", "H", "H", "H", "C", "O", "N", "C", "C", "H", "H", "H", "H", "H", "H", "H"],
  "xyz": [[4.348, 2.188, 3.241], [4.128, 2.032, 1.726], [4.739, 0.668, 1.352], [2.636, 1.961, 1.392], [1.908, 3.326, 1.344], [0.779, 3.182, 0.279], [-0.269, 2.153, 0.597], [-1.413, 2.309, 0.057], [1.231, 3.621, 2.715], [0.176, 4.695, 2.620], [-1.019, 4.446, 2.649], [2.770, 4.541, 0.898], [4.303, 4.450, 1.045], [4.800, 5.146, 2.320], [4.923, 5.260, -0.119], [4.821, 3.056, 0.917], [4.850, 2.706, -0.325], [5.347, 2.596, 3.404], [3.664, 2.886, 3.709], [4.307, 1.212, 3.707], [5.808, 0.651, 1.547], [4.498, 0.382, 0.336], [4.281, -0.070, 2.011], [2.509, 1.429, 0.451], [2.174, 1.338, 2.157], [1.293, 2.805, -0.610], [0.328, 4.132, 0.007], [-0.038, 1.295, 1.229], [-2.037, 1.547, 0.324], [1.972, 3.988, 3.427], [0.762, 2.714, 3.087], [0.514, 5.741, 2.493], [2.501, 4.817, -0.118], [2.457, 5.385, 1.512], [5.881, 5.007, 2.367], [4.634, 6.215, 2.252], [4.366, 4.739, 3.229], [5.971, 5.014, -0.261], [4.352, 5.173, -1.034], [4.886, 6.312, 0.166], [-4.071, 7.607, -0.499], [-4.114, 8.588, -1.218], [-3.060, 6.722, -0.470], [-3.057, 5.564, 0.410], [-1.930, 6.936, -1.355], [-4.881, 7.360, 0.207], [-2.196, 5.605, 1.077], [-2.998, 4.650, -0.182], [-3.966, 5.544, 1.008], [-1.462, 7.899, -1.142], [-2.261, 6.945, -2.394], [-1.204, 6.139, -1.213], [-0.435, -2.105, 1.407], [0.484, -2.463, 2.122], [-0.416, -2.113, 0.066], [-1.553, -1.663, -0.712], [0.771, -2.586, -0.635], [-1.388, -1.730, 1.824], [-1.908, -2.477, -1.347], [-1.248, -0.822, -1.338], [-2.359, -1.343, -0.052], [0.977, -3.619, -0.347], [1.633, -1.977, -0.358], [0.606, -2.535, -1.717], [0.077, -3.700, -4.164], [0.827, -2.922, -3.594], [0.415, -4.934, -4.554], [-0.527, -5.816, -5.217], [1.770, -5.398, -4.300], [-0.969, -3.442, -4.399], [-0.665, -6.724, -4.628], [-0.151, -6.087, -6.205], [-1.491, -5.325, -5.328], [1.978, -5.380, -3.230], [2.488, -4.746, -4.797], [1.881, -6.412, -4.674], [-2.822, -6.731, 3.460], [-3.855, -6.131, 3.235], [-1.589, -6.240, 3.238], [-0.390, -7.003, 3.520], [-1.463, -4.898, 2.695], [-2.813, -7.755, 3.873], [0.226, -6.479, 4.253], [0.192, -7.141, 2.607], [-0.656, -7.980, 3.918], [-1.931, -4.180, 3.370], [-1.974, -4.844, 1.731], [-0.417, -4.643, 2.568], [-5.135, -4.942, -4.183], [-4.364, -5.849, -4.431], [-5.187, -4.259, -3.024], [-6.140, -3.187, -2.811], [-4.271, -4.606, -1.949], [-5.886, -4.598, -4.914], [-5.615, -2.253, -2.599], [-6.791, -3.424, -1.968], [-6.752, -3.051, -3.700], [-3.241, -4.485, -2.290], [-4.415, -5.647, -1.660], [-4.450, -3.964, -1.091]],
  "homo_lumo_gap_ev": [9.24, 8.80],
  "s2": 0.754,
  "spin_multiplicity": 2,
  "total_charge": 0
}